26
Properties=species:S:1:pos:R:3:mulliken_charge:R:1 method="wB97M-V/def2-TZVPD" e_above_lowest_kj_mol=179.4 smiles=Nc1c2c(nc3ccccc13)CCC2 spin_multiplicity=1 total_energy_ha=-573.9307 homo_lumo_gap_ha=0.3166 e_lumo_ha=0.022
C 1.07423 -0.18775 0.46522 0.150
C 0.56319 1.00259 -0.03589 0.280
C 1.18098 2.40077 -0.24563 -0.916
C 0.48872 2.92572 -1.49952 -0.640
C -0.95814 2.36019 -1.48490 -0.535
C -0.67949 1.10682 -0.66439 0.514
C -1.07926 -1.00756 0.07012 0.179
C -2.12212 -2.05591 0.20423 -0.264
C -1.85245 -3.21918 0.79826 -0.769
C -0.53794 -3.30345 1.26920 -0.457
C 0.43103 -2.35330 1.30512 -0.707
C 0.16015 -1.17019 0.68143 0.656
H 3.10443 0.19265 0.69596 0.229
H 2.52161 -1.46692 0.90599 0.224
H 1.10485 3.06219 0.62758 0.344
H 2.23957 2.56650 -0.44185 0.355
H 0.40882 4.04485 -1.57414 0.308
H 0.94066 2.47948 -2.34880 0.305
H -1.64791 3.00621 -0.95102 0.262
H -1.38134 2.17602 -2.49648 0.268
H -3.09309 -1.60176 -0.03838 0.366
H -2.48241 -4.12991 0.69752 0.350
H -0.43487 -4.25533 1.89078 0.213
H 1.34357 -2.36509 1.94246 0.467
N 2.34280 -0.42126 0.88571 -0.484
N -1.63559 0.21362 -0.65857 -0.697

=====

99
Properties=species:S:1:pos:R:3:mulliken_charge:R:1 method="wB97M-V/def2-TZVPD" e_above_lowest_kj_mol=5.3 total_charge=+2 spin_multiplicity=1 total_energy_ha=-2416.4406 homo_lumo_gap_ha=0.1742 e_lumo_ha=-0.259
Hf -0.30466 -0.01761 0.21640 1.029
C -0.98461 -2.38518 0.71196 0.453
C 0.31594 -2.68805 0.22171 1.091
C 0.57567 -1.21362 1.98133 0.405
C -0.85755 -1.52942 1.85464 0.919
C 1.26090 -1.91843 0.94593 0.675
C -2.27149 -3.02111 0.31571 -1.773
H -2.21591 -3.42231 -0.70053 0.426
H -3.09517 -2.29635 0.33996 0.380
H -2.54752 -3.83967 0.99994 0.332
C -2.05595 -1.18327 2.66905 -1.157
H -2.99365 -1.38639 2.13065 0.630
H -2.09102 -0.10712 2.87464 0.132
H -2.09228 -1.76174 3.60658 0.139
C 1.37575 -0.33812 2.88073 -0.368
H 1.98682 -0.93573 3.58269 0.405
H 0.75827 0.34393 3.47008 -0.641
H 2.07759 0.30850 2.31419 0.325
C 2.74592 -1.97777 0.87083 -1.503
H 3.15254 -2.63797 1.65432 0.347
H 3.19659 -0.99014 1.03038 0.309
H 3.08258 -2.34368 -0.10271 0.428
C 0.65604 -3.77378 -0.72419 -1.821
H 0.87980 -4.71637 -0.20068 0.358
H 1.54144 -3.51733 -1.31310 0.374
H -0.17043 -3.97335 -1.41046 0.364
C -1.87381 0.93278 -6.82238 -0.199
C -1.94251 -0.40508 -6.82528 -0.723
C -1.14968 -1.33378 -7.69730 -0.620
C 0.23115 -0.81146 -8.16862 -0.977
C 1.15853 -0.34611 -7.08210 -0.166
C 1.22530 0.87251 -6.52982 -0.559
C 0.43311 2.07834 -6.94357 -0.588
C -0.93372 1.79482 -7.61451 -1.013
H -1.72714 -1.58320 -8.60674 0.327
H 0.07439 -0.05236 -8.94368 0.310
H -1.00772 -2.29119 -7.17101 0.305
H -0.75735 1.40781 -8.62470 0.341
H -2.63294 1.50283 -6.26878 0.407
H -2.74998 -0.89651 -6.26783 0.788
H -1.42606 2.77094 -7.75753 0.432
H 0.27460 2.72482 -6.06567 0.273
H 2.02552 1.08810 -5.81033 0.616
H 1.01976 2.68807 -7.65552 0.350
H 0.72686 -1.65264 -8.68091 0.427
H 1.91228 -1.09561 -6.80340 0.398
P -1.49838 -0.13567 -2.16400 0.968
C -3.04575 0.78269 -2.37486 -1.227
C -1.62757 -1.52023 -3.35715 -0.988
P 1.39200 0.46818 -1.77873 0.948
C -0.05303 0.76460 -2.92804 -0.722
C 2.31920 -0.70110 -2.84399 -1.247
C 2.47567 1.91858 -1.70238 -1.314
H -3.10328 1.58114 -1.62554 0.413
H -3.89220 0.10938 -2.18408 0.421
H -3.13701 1.21882 -3.37449 0.336
H -1.69826 -1.14362 -4.39335 -0.099
H -2.51476 -2.12580 -3.12283 0.562
H -0.74663 -2.17321 -3.28038 0.265
H 2.64415 2.35610 -2.69145 0.440
H 3.43938 1.62775 -1.26334 0.422
H 2.03808 2.67334 -1.03965 0.408
H -0.25938 1.83423 -3.03728 0.615
H 0.17153 0.33725 -3.91625 -0.265
H 3.30980 -0.90030 -2.41186 0.494
H 2.43213 -0.26860 -3.85224 0.345
H 1.78575 -1.65752 -2.93245 0.221
C 3.56198 0.07472 6.87319 -1.802
C 2.23402 -0.46704 6.41091 1.320
C 2.06216 -1.84769 6.35666 -1.115
C 0.83420 -2.41039 5.99915 -1.043
C -0.22812 -1.57677 5.67300 -1.051
C -0.03554 -0.17488 5.61576 -0.547
N -0.98486 0.55112 4.88784 0.088
C -1.30900 1.92794 4.80735 -0.098
C -1.82455 2.50055 5.98193 -0.091
C -2.37796 3.77345 6.03612 -0.823
C -2.37080 4.53217 4.87504 -0.713
C -1.83698 4.00586 3.69520 -1.129
C -1.33698 2.70792 3.59127 0.682
C -0.67621 2.50885 2.22480 0.189
O -0.12126 3.46409 1.70162 -0.599
O -0.76848 1.33986 1.56889 -0.948
C 1.18071 0.39852 6.06812 1.659
C 1.35047 1.87164 6.18019 -1.349
H 4.02077 0.73111 6.12326 0.362
H 3.46171 0.64736 7.80378 0.406
H 4.25775 -0.74857 7.06873 0.385
H 2.90152 -2.48994 6.63192 0.328
H 0.70369 -3.49505 5.98882 0.468
H -1.21322 -2.00244 5.45471 0.678
H -1.75496 -0.02730 4.56261 0.487
H -1.78606 1.91539 6.90133 0.537
H -2.80062 4.16822 6.96079 0.418
H -2.77598 5.53638 4.85858 0.417
H -1.79666 4.65798 2.82990 0.477
H 1.24008 2.39652 5.22451 0.229
H 0.61224 2.29649 6.86624 0.280
H 2.33929 2.11692 6.57180 0.514

=====

85
Properties=species:S:1:pos:R:3:mulliken_charge:R:1 method="wB97M-V/def2-TZVPD" smiles="CCCO[C@]1(OC#N)OC(=O)[C@@](B(O)O)([C@H](C)F)[C@]1(CNC)CB(O)O.O=C1C=CC(=O)C=C1.O=C1C=CC(=O)C=C1.O=C1C=CC(=O)C=C1" spin_multiplicity=1 total_energy_ha=-2514.7421 homo_lumo_gap_ha=0.2589 e_lumo_ha=-0.066
C 1.95052 -1.92238 -0.72110 -1.174
C 0.89912 -1.25076 -1.67050 -0.283
C 0.08421 -0.20824 -0.83809 -0.675
O -1.34557 -0.41607 -0.82332 -0.507
C -1.80281 -1.12288 0.23213 0.471
O -1.47556 -0.62536 1.53841 -0.418
C -1.72361 0.64013 1.64081 0.660
N -1.96721 1.72802 1.68049 -0.627
O -1.18290 -2.40469 0.31371 -0.423
C -1.62506 -3.18363 -0.73393 -0.634
O -0.98023 -3.96095 -1.28006 -0.513
C -3.09654 -2.72216 -0.95954 1.494
B -3.22185 -2.43848 -2.53455 0.651
O -2.12698 -2.34134 -3.38476 -0.580
O -4.46200 -2.23210 -3.10818 -0.552
C -3.94739 -4.02222 -0.76767 -0.181
C -3.39471 -5.03209 0.25030 -1.415
F -4.06972 -4.73513 -1.96716 -0.432
C -3.31311 -1.53852 0.02951 2.963
C -3.86664 -2.00459 1.41708 -2.260
N -4.24784 -0.88063 2.27461 -0.038
C -3.65547 -0.93322 3.63586 -1.060
C -4.08981 -0.29751 -0.47438 -1.873
B -5.65407 -0.49356 -0.69845 0.720
O -6.58140 -0.83089 0.31467 -0.608
O -6.19362 -0.28254 -1.96213 -0.579
H 2.65977 -2.57406 -1.24416 0.420
H 2.51410 -1.09296 -0.27792 0.207
H 1.43801 -2.42034 0.11130 0.258
H 0.28485 -1.97892 -2.20688 0.277
H 1.47136 -0.69373 -2.42716 0.470
H 0.54853 -0.13873 0.15239 0.375
H 0.23741 0.76934 -1.30877 0.421
H -2.19527 -3.00981 -4.08029 0.301
H -4.42534 -1.49919 -3.73808 0.328
H -4.97353 -3.71614 -0.51702 0.372
H -2.63604 -5.65835 -0.23319 0.424
H -2.98061 -4.56280 1.14661 0.272
H -4.19450 -5.72602 0.54659 0.382
H -3.09706 -2.61420 1.90458 0.543
H -4.75746 -2.64294 1.28589 0.431
H -5.24806 -0.87065 2.42738 0.429
H -2.70246 -1.47162 3.67649 0.293
H -4.37103 -1.27499 4.40129 0.264
H -3.41176 0.11949 3.91466 0.414
H -3.69405 0.09024 -1.42574 0.152
H -3.98104 0.53517 0.23818 0.245
H -6.66463 -1.79242 0.38498 0.341
H -6.86448 -0.97710 -2.05425 0.316
C -4.96033 1.25486 8.86942 -0.370
C -4.06889 0.85017 7.96813 -0.415
C -4.15516 1.28401 6.55332 0.419
O -3.34417 0.91407 5.72939 -0.506
C -5.27055 2.18618 6.18039 -0.277
C -6.16246 2.59100 7.08137 -0.369
C -6.07694 2.15777 8.49731 0.337
O -6.88787 2.52755 9.31949 -0.547
H -4.91459 0.94881 9.90686 0.397
H -3.24718 0.19209 8.22116 0.421
H -5.31556 2.49213 5.14250 0.458
H -6.98387 3.24897 6.82771 0.405
C 5.68306 3.17870 -1.46174 -0.341
C 4.42459 2.83232 -1.20446 -0.539
C 4.04583 1.41448 -0.99295 0.367
O 2.89748 1.09813 -0.76017 -0.350
C 5.12239 0.39809 -1.07755 -0.128
C 6.38083 0.74521 -1.33490 -0.570
C 6.75915 2.16246 -1.54615 0.452
O 7.90791 2.47921 -1.77912 -0.608
H 5.97931 4.20803 -1.61971 0.416
H 3.62549 3.55981 -1.13817 0.434
H 4.82665 -0.63138 -0.91995 0.395
H 7.18004 0.01810 -1.40154 0.428
C 9.52708 3.48857 -4.47620 -0.102
C 10.42708 4.46403 -4.37456 -0.418
C 11.36144 4.76829 -5.48441 0.349
O 12.18349 5.65584 -5.39244 -0.544
C 11.25383 3.94472 -6.71379 -0.376
C 10.35442 2.96951 -6.81612 -0.369
C 9.41988 2.66583 -5.70497 0.367
O 8.59796 1.77781 -5.79889 -0.551
H 8.83798 3.25178 -3.67572 0.427
H 10.51952 5.07525 -3.48572 0.430
H 11.94385 4.18210 -7.51361 0.404
H 10.26180 2.35801 -7.70486 0.409